# ClO5S2

The ion ClO5S2 with charge -1 (ωB97M-V/def2-TZVPD, the OMol25 dataset).

Calculated values
Orbital gap = 10.06 eV
Largest force on an atom = 5.764 eV Å⁻¹
Net charge = -1
Relative energy (zero: lowest compared OMol25 entry of this formula, charge and spin) = 11.1 kJ/mol
E = -1632.83740 hartree
SMILES = O=S(=O)([O-])S(=O)(=O)Cl

Last column: Löwdin charge in e.
Element x y z (Å)
O 0.861 -1.046 -1.415  -0.441
S 1.049 -0.493 0.048  0.340
O 2.072 0.497 0.220  -0.344
O 0.793 -1.380 1.138  -0.367
S -0.741 0.667 0.012  0.273
O -1.018 1.373 -1.211  -0.392
O -1.084 1.378 1.223  -0.403
Cl -1.932 -0.995 -0.015  0.334



# CrFHO2P

A structure of composition CrFHO2P (ωB97M-V/def2-TZVPD, the OMol25 dataset).

Calculated values
Orbital gap (alpha / beta) = 7.46 / 9.94 eV
Largest force on an atom = 7.443 eV Å⁻¹
Expectation value of S² = 6.015
Multiplicity = 5
Net charge = +1
Relative energy (zero: lowest compared OMol25 entry of this formula, charge and spin) = 272.3 kJ/mol
E = -1636.43403 hartree

Last column: Mulliken spin population.
Element x y z (Å)
P 0.584 -1.505 0.793  0.031
O -0.964 -1.878 1.118  0.003
O -0.140 0.045 0.344  -0.027
F 0.123 2.674 -2.054  0.023
Cr 0.120 1.411 -0.835  3.945
H -1.274 -0.519 0.647  0.025



# CsF8K2N4O16S8

A structure of composition CsF8K2N4O16S8 (ωB97M-V/def2-TZVPD, the OMol25 dataset).

Calculated values
Orbital gap (alpha / beta) = 2.42 / 7.12 eV
Largest force on an atom = 10.199 eV Å⁻¹
Expectation value of S² = 0.750
Multiplicity = 2
Net charge = -2
E = -6627.20245 hartree

Last column: Mulliken spin population.
Element x y z (Å)
K 2.101 2.522 3.370  0.074
K 5.225 0.948 -1.449  1.035
Cs 2.274 -3.809 1.161  0.189
N 0.827 -3.875 -5.654  0.000
S 0.647 -5.529 -5.352  0.000
O -0.096 -5.993 -4.193  0.000
O 1.722 -6.312 -6.029  0.000
F -0.605 -5.672 -6.382  0.000
S 1.908 -3.780 -4.609  -0.001
O 3.189 -4.362 -5.056  0.000
O 1.565 -3.978 -3.164  0.000
F 2.134 -2.186 -4.682  0.000
N -1.427 5.067 -0.541  -0.001
S 0.049 4.227 -0.404  0.018
O 1.031 4.511 -1.449  -0.007
O 0.100 2.965 0.351  0.002
F 0.714 5.155 0.670  0.002
S -1.902 3.848 -1.371  0.001
O -2.486 2.737 -0.630  0.000
O -1.326 3.545 -2.704  0.000
F -3.256 4.538 -1.958  0.000
N 0.777 -1.549 -0.034  -0.003
S 0.126 -0.559 1.238  0.019
O -1.323 -0.260 1.128  -0.001
O 0.997 0.303 1.949  0.016
F 0.095 -1.745 2.446  0.005
S 1.338 -0.422 -0.819  -0.115
O 2.708 -0.068 -0.462  -0.245
O 0.504 0.616 -1.348  0.016
F 1.601 -1.369 -2.109  0.006
N -2.035 0.512 6.179  -0.001
S -1.410 0.529 4.788  -0.002
O -0.303 1.461 4.544  -0.010
O -2.241 0.032 3.715  0.001
F -0.505 -0.829 5.008  0.000
S -2.878 1.920 5.862  0.001
O -3.858 1.901 4.786  0.000
O -2.169 3.189 6.104  0.000
F -3.812 1.770 7.099  0.000



# CsF8N4O16S8

A structure of composition CsF8N4O16S8 (ωB97M-V/def2-TZVPD, the OMol25 dataset).

Calculated values
Orbital gap = 7.88 eV
Largest force on an atom = 4.478 eV Å⁻¹
Net charge = -3
Relative energy (zero: lowest compared OMol25 entry of this formula, charge and spin) = 0.0 kJ/mol
E = -5427.56803 hartree

Last column: Löwdin charge in e.
Element x y z (Å)
Cs -1.651 0.750 0.005  1.185
N 1.129 2.433 3.687  -0.259
S 1.146 3.134 2.262  0.445
O 1.709 4.436 2.165  -0.289
O 0.105 2.723 1.364  -0.433
F 2.392 2.307 1.666  -0.206
S -0.118 3.285 4.419  0.509
O -1.218 3.744 3.632  -0.297
O 0.374 4.055 5.515  -0.306
F -0.761 2.028 5.171  -0.208
N 0.439 -1.852 3.697  -0.289
S 0.613 -3.173 4.612  0.477
O 1.670 -4.086 4.329  -0.294
O -0.638 -3.702 5.044  -0.307
F 1.144 -2.379 5.891  -0.216
S 0.444 -2.372 2.202  0.447
O -0.796 -3.003 1.865  -0.293
O 1.651 -2.890 1.685  -0.260
F 0.319 -0.939 1.469  -0.299
N 0.104 -2.092 -3.616  -0.286
S 0.709 -2.176 -2.084  0.497
O 1.544 -3.252 -1.705  -0.253
O -0.226 -1.636 -1.145  -0.401
F 1.727 -0.996 -2.363  -0.185
S -0.850 -3.349 -3.757  0.462
O -2.215 -3.210 -3.359  -0.302
O -0.217 -4.602 -3.458  -0.320
F -0.952 -3.427 -5.367  -0.231
N -0.652 1.708 -4.576  -0.257
S 0.325 2.449 -3.456  0.502
O 0.272 1.889 -2.148  -0.346
O 0.646 3.826 -3.618  -0.276
F 1.645 1.799 -4.080  -0.204
S -2.031 2.138 -3.988  0.415
O -2.375 3.524 -4.054  -0.295
O -2.393 1.391 -2.820  -0.427
F -3.011 1.519 -5.085  -0.199



# CsO4S

A structure of composition CsO4S (ωB97M-V/def2-TZVPD, the OMol25 dataset).

Calculated values
Orbital gap = 3.59 eV
Largest force on an atom = 1.845 eV Å⁻¹
Net charge = -1
Relative energy (zero: lowest compared OMol25 entry of this formula, charge and spin) = 97.8 kJ/mol
E = -719.32444 hartree

Last column: Löwdin charge in e.
Element x y z (Å)
Cs 1.272 3.250 -0.346  0.980
S -0.275 -0.684 0.066  0.162
O -0.581 -1.399 1.322  -0.462
O 0.523 0.558 0.417  -0.716
O 0.570 -1.508 -0.831  -0.475
O -1.509 -0.217 -0.629  -0.491



# CsO4S

A structure of composition CsO4S (ωB97M-V/def2-TZVPD, the OMol25 dataset).

Calculated values
Orbital gap (alpha / beta) = 8.39 / 6.76 eV
Largest force on an atom = 4.175 eV Å⁻¹
Expectation value of S² = 0.761
Multiplicity = 2
Net charge = 0
Relative energy (zero: lowest compared OMol25 entry of this formula, charge and spin) = 34.5 kJ/mol
E = -719.23874 hartree

Last column: Mulliken spin population.
Element x y z (Å)
Cs 31.588 29.887 32.130  -0.001
S 33.261 32.985 30.911  -0.082
O 33.183 32.384 32.194  0.005
O 32.019 32.823 30.159  0.251
O 33.474 34.419 31.036  0.538
O 34.387 32.385 30.281  0.289



# CuH10O5

A structure of composition CuH10O5 (ωB97M-V/def2-TZVPD, the OMol25 dataset).

Calculated values
Orbital gap = 8.34 eV
Largest force on an atom = 15.419 eV Å⁻¹
Net charge = +1
Relative energy (zero: lowest compared OMol25 entry of this formula, charge and spin) = 1042.0 kJ/mol
E = -2022.06928 hartree

Last column: Löwdin charge in e.
Element x y z (Å)
Cu -0.182 0.237 -0.403  0.360
O 2.450 0.862 -0.138  -0.041
H 2.191 0.573 0.737  0.039
H 1.737 0.576 -0.708  -0.017
O -0.242 1.741 0.176  -0.019
H -0.576 2.294 -0.531  0.121
H 0.126 2.358 0.808  0.137
O 0.934 -0.816 -0.167  -0.118
H 0.748 -1.250 0.665  0.111
H 1.021 -1.532 -0.797  0.150
O -1.461 -1.121 -1.266  -0.002
H -1.588 -1.513 -0.402  0.050
H -1.999 -0.330 -1.251  0.077
O -1.009 -0.561 0.727  -0.114
H -1.548 -0.187 1.425  0.150
H -0.603 -1.331 1.124  0.115



# CuH10O5

A structure of composition CuH10O5 (ωB97M-V/def2-TZVPD, the OMol25 dataset).

Calculated values
Orbital gap = 8.85 eV
Largest force on an atom = 3.061 eV Å⁻¹
Net charge = +1
Relative energy (zero: lowest compared OMol25 entry of this formula, charge and spin) = 102.9 kJ/mol
E = -2022.42696 hartree

Last column: Löwdin charge in e.
Element x y z (Å)
Cu 17.520 22.502 -8.454  0.312
O 15.370 19.852 -9.981  -0.005
H 15.783 20.215 -9.253  -0.069
H 14.511 19.631 -9.639  0.049
O 17.989 23.202 -6.772  0.002
H 18.611 23.709 -6.257  0.100
H 17.642 22.531 -6.189  0.073
O 16.975 20.726 -7.757  -0.013
H 16.551 20.469 -6.934  0.111
H 17.477 20.057 -8.207  0.088
O 19.075 21.756 -9.731  0.002
H 18.635 21.393 -10.498  0.076
H 19.958 21.445 -9.887  0.080
O 16.165 23.314 -9.584  0.013
H 15.459 23.684 -9.096  0.071
H 15.854 23.082 -10.471  0.110



# CuH12O6

A structure of composition CuH12O6 (ωB97M-V/def2-TZVPD, the OMol25 dataset).

Calculated values
Orbital gap = 7.92 eV
Largest force on an atom = 3.654 eV Å⁻¹
Net charge = +1
Relative energy (zero: lowest compared OMol25 entry of this formula, charge and spin) = 168.1 kJ/mol
E = -2098.84287 hartree

Last column: Löwdin charge in e.
Element x y z (Å)
Cu 7.228 18.066 -29.792  0.174
O 7.233 16.800 -32.305  0.015
H 7.306 16.109 -32.935  0.062
H 7.639 17.474 -32.767  0.027
O 6.667 19.364 -31.176  0.004
H 5.901 19.188 -31.677  0.059
H 6.392 20.036 -30.532  0.096
O 9.183 18.164 -29.707  -0.001
H 9.562 17.752 -28.941  0.079
H 9.418 19.117 -29.807  0.124
O 6.964 19.019 -28.211  -0.042
H 7.490 18.299 -27.767  0.112
H 6.181 19.084 -27.643  0.096
O 7.095 16.220 -29.711  0.003
H 6.400 15.767 -29.247  0.091
H 7.194 15.904 -30.573  0.027
O 4.619 18.093 -29.382  -0.039
H 4.497 17.397 -30.052  0.071
H 4.737 17.688 -28.523  0.043